# 1
Here is C5H8Br9NO as an isolated structure from the OMol25 dataset. Energies are from ωB97M-V/def2-TZVPD.

## Properties
Maximum force in eV/Å: 0.3
LUMO level in hartree: 0.0016
HOMO level in eV: -10.120
Kohn-Sham gap in eV: 10.165

Structure (XYZ):
```
24
C5H8Br9NO, DFT ωB97M-V/def2-TZVPD
H 24.86 16.29 -12.48
Br 23.67 18.07 -17.75
Br 23.44 19.40 -8.05
H 27.13 13.29 -13.33
C 21.63 18.98 -8.49
C 27.57 15.22 -12.52
H 22.65 18.56 -15.54
C 22.63 19.07 -16.50
Br 22.84 17.38 -11.55
Br 23.20 15.85 -14.31
Br 24.88 18.45 -13.73
Br 20.78 19.09 -17.01
H 27.63 14.46 -14.56
Br 21.28 17.12 -8.23
H 21.51 19.21 -9.54
Br 23.29 20.84 -16.25
H 26.03 14.61 -13.81
H 29.53 15.05 -13.15
C 27.06 14.34 -13.63
H 29.27 15.98 -11.71
N 28.91 15.38 -12.43
O 26.81 15.72 -11.70
Br 20.39 20.05 -7.51
C 24.08 16.90 -12.93
```

natural (NBO) population analysis, charges in e, atoms 1 to 5: 0.264, 0.096, 0.096, 0.242, -0.518

# 2
Here is the molecule C4H8N2 in a non-equilibrium geometry from the OMol25 dataset. Energies are from ωB97M-V/def2-TZVPD.

## Properties
SMILES string: [H]/N=C(C)\C=C/N
Maximum force in eV/Å: 2.1
LUMO level in hartree: 0.0306
HOMO level in eV: -8.128
Kohn-Sham gap in eV: 8.961
Relative energy (zero: lowest compared OMol25 entry of this formula, charge and spin) in kcal/mol: 31.6

Structure (XYZ):
```
14
C4H8N2, DFT ωB97M-V/def2-TZVPD
H 1.54 -1.26 -2.46
H -0.35 1.59 -1.29
H -2.47 -0.01 1.15
N 0.97 -1.22 -1.62
H 2.56 -0.56 -0.54
C -0.56 0.52 0.33
H 1.32 0.22 1.41
C 0.81 0.02 0.48
H -1.11 -0.36 2.22
H -0.03 -1.11 -1.80
N -1.02 0.99 -0.79
C -1.50 0.36 1.50
C 1.47 -0.51 -0.58
H -1.64 1.33 1.98
```

natural (NBO) population analysis, charges in e, atoms 1 to 5: 0.386, 0.347, 0.239, -0.782, 0.186

# 3
Here is C27H56F18N7O15S6 as an isolated structure in a non-equilibrium geometry from the OMol25 dataset. Energies are from ωB97M-V/def2-TZVPD.

## Properties
Charge: +1
Maximum force in eV/Å: 7.1
LUMO level in hartree: -0.1166
HOMO level in eV: -9.011
Kohn-Sham gap in eV: 5.837
Relative energy (zero: lowest compared OMol25 entry of this formula, charge and spin) in kcal/mol: 101.8

Structure (XYZ):
```
129
C27H56F18N7O15S6, DFT ωB97M-V/def2-TZVPD
H -9.16 -6.43 5.72
C -5.61 -4.27 6.24
H 0.39 2.77 1.80
F -6.29 -4.56 -6.26
H -2.24 6.03 -5.42
H -1.00 6.49 -6.44
F 6.33 -2.29 1.86
C -7.42 -7.33 4.83
C -2.76 9.91 -6.42
C 0.02 -0.68 0.92
C -6.09 -4.67 -4.91
C 1.49 1.58 3.42
F -8.87 -9.47 -4.37
F 6.43 5.66 2.21
H 0.15 8.88 -5.69
O 4.69 8.30 3.01
O -6.48 -5.43 6.16
C 6.99 6.80 2.83
H -2.31 7.59 -2.98
H -0.29 4.97 -4.52
C 2.58 -7.45 -2.54
F 8.22 -3.29 1.89
H -1.88 10.52 -6.62
F -7.38 -11.17 -3.98
C 0.34 8.28 -3.68
O 4.66 8.90 6.26
H -3.48 7.32 -4.26
H -3.02 9.05 -3.82
H 3.35 -3.31 -6.41
F 8.18 -1.38 2.71
S 5.75 7.86 3.90
F 7.27 -2.27 9.00
H 3.07 -6.76 -1.85
H 2.94 -5.02 -3.27
H 3.68 1.13 3.36
H 2.22 -7.62 -4.68
F -7.11 -4.48 -4.13
C 0.75 6.79 -3.85
O -4.33 -6.57 -5.83
H -5.25 -6.54 4.92
S 6.91 -3.20 4.35
H 0.02 -0.10 3.25
O -6.84 -8.38 -2.55
C -8.84 -6.81 4.75
F -5.16 -3.72 -4.50
N 6.52 -1.92 5.07
N 5.22 6.64 4.83
C 6.12 6.96 7.49
C 2.51 -5.52 -4.13
H 4.71 -7.81 -3.54
S 5.87 -2.24 6.66
H -2.07 8.25 -7.33
O 4.84 -1.29 7.11
F 7.26 7.10 6.79
H 3.10 -3.10 -4.66
H -0.75 9.84 -4.61
C -6.30 -6.24 4.92
O 3.11 -5.02 -5.31
N -1.73 7.98 -5.06
S -6.40 -8.62 -3.92
F -7.43 -10.17 -5.89
H 1.12 3.71 3.08
H -7.91 -9.21 5.68
H -0.15 -1.73 1.16
H 1.61 -0.62 3.28
O 6.57 8.87 4.52
F 8.54 -2.30 7.08
H -7.51 -8.10 6.83
H -6.38 -8.81 5.85
H -6.32 -5.60 4.04
H -0.38 2.93 3.24
C -0.49 6.01 -4.25
H 1.29 8.78 -3.50
H -3.77 11.32 -7.63
C -3.71 10.23 -7.64
H -0.32 8.29 -2.81
H -3.52 9.80 -8.62
C 7.50 -1.81 7.68
H -1.17 5.71 -3.45
H 3.02 -8.45 -2.45
F 7.52 7.52 1.82
O 8.15 -3.78 4.90
H 1.57 6.82 -4.57
H 0.28 -0.57 -0.13
F 5.95 5.61 7.85
N -7.31 -8.43 5.89
C 2.78 -3.65 -5.54
H -3.08 10.40 -5.50
H 3.12 2.70 3.38
S -5.27 -6.43 -4.66
C -0.44 8.81 -4.78
H -4.58 -4.38 5.90
H 1.52 -7.47 -2.31
H 3.07 1.80 2.01
C 1.00 0.19 2.89
H -9.00 -6.07 3.97
H 1.21 6.43 -2.93
C 0.63 2.76 2.87
C -2.71 8.00 -3.90
C -7.59 -9.92 -4.57
N -6.65 -7.47 -4.85
C -1.32 6.62 -5.41
H -6.06 -3.48 5.64
N 2.98 1.78 3.01
H -9.48 -7.63 4.42
F 7.58 -0.54 7.77
H 4.44 -7.80 -5.17
H -5.63 -4.09 7.32
O 1.04 0.14 1.48
H 1.58 1.59 4.51
C 7.44 -2.42 2.56
H -7.10 -7.90 3.96
H 1.77 -3.55 -5.95
F 6.09 7.69 8.59
O -5.07 -9.28 -4.01
S 4.63 7.43 6.28
O 3.36 6.85 6.63
C -2.51 8.41 -6.35
C 2.78 -7.03 -3.95
F 7.97 6.27 3.64
H 4.82 -6.52 -4.38
O 5.44 -3.60 6.99
O -4.63 -6.42 -3.30
H -0.94 -0.18 1.04
H -3.40 7.79 -6.31
O 5.82 -4.12 4.18
H -4.76 10.06 -7.44
N 4.23 -7.33 -4.30
H 1.50 -5.11 -4.10
```

Löwdin population analysis, charges in e, atoms 1 to 5: 0.097, -0.071, 0.082, 0.101, 0.130

# 4
Here is C4H8O2 as an isolated structure in a non-equilibrium geometry from the OMol25 dataset. Energies are from ωB97M-V/def2-TZVPD.

## Properties
Maximum force in eV/Å: 2.8
LUMO level in hartree: 0.0230
HOMO level in eV: -9.564
Kohn-Sham gap in eV: 10.189
Relative energy (zero: lowest compared OMol25 entry of this formula, charge and spin) in kcal/mol: 57.1

Structure (XYZ):
```
14
C4H8O2, DFT ωB97M-V/def2-TZVPD
C 2.67 0.12 0.14
H 2.96 0.97 0.75
C 1.19 0.17 -0.34
H 3.32 0.06 -0.75
H 2.91 -0.79 0.71
H -2.72 -0.18 1.40
H -1.46 0.08 -1.37
C -1.53 0.45 -0.34
O 0.23 0.87 0.28
O 0.90 -0.52 -1.32
H -1.32 -1.17 0.71
H -3.12 -0.97 -0.17
C -2.25 -0.58 0.48
H -1.77 1.48 -0.17
```

natural (NBO) population analysis, charges in e, atoms 1 to 5: -0.711, 0.221, 0.781, 0.241, 0.239

Q: LUMO level of number 4 (C4H8O2)?
A: 0.0230 hartree

Q: Which formula does entry 1 have?
A: C5H8Br9NO

Q: What is the Kohn-Sham gap in the second record?
A: 8.961 eV

Q: Look up the LUMO level of the third one.
A: -0.1166 hartree